{"formula": "CH5FN2", "method": "the ωB97M-V functional and the def2-TZVPD basis", "species": ["N", "H", "C", "H", "H", "H", "N", "F", "H"], "xyz": [[0.101, -1.285, -0.028], [-0.998, 0.845, -0.815], [-0.466, 0.941, 0.200], [-1.286, 0.733, 0.857], [-0.283, -1.250, -0.936], [-0.071, 1.926, 0.307], [0.414, -0.102, 0.465], [1.878, 0.175, -0.296], [0.712, -1.983, 0.246]], "lumo_ev": 1.0, "energy_ev": -6812.73405, "de_lowest_kcal_mol": 62.1, "homo_lumo_gap_ev": 10.8, "homo_ev": -9.7}